No. 1
ORCA calculation (the ωB97M-V functional and the def2-TZVPD basis) on a 7-piece molecular cluster, C10H32N11O9 overall.

Properties
LUMO	2.2	eV
E_tot	-45713.23393	eV
Kohn-Sham gap	9.54	eV
charge	-1

Geometry as XYZ:
```
62
C10H32N11O9 (the ωB97M-V functional and the def2-TZVPD basis)
O 0.17 -1.37 1.50
C 0.70 -1.21 0.30
O 0.91 -0.07 -0.08
O 1.01 -2.21 -0.30
H -0.05 -0.44 1.34
C 1.82 2.85 1.77
O 1.82 3.75 2.57
N 1.20 3.00 0.61
N 2.56 1.81 1.80
H 0.61 3.81 0.50
H 1.11 2.20 0.00
H 2.27 1.03 1.22
H 3.04 1.53 2.65
C 4.32 -0.62 -1.66
O 5.47 -0.27 -1.88
N 3.35 0.18 -1.39
N 3.84 -1.83 -1.59
H 2.52 -0.22 -0.98
H 3.47 1.18 -1.49
H 3.05 -2.05 -1.00
H 4.58 -2.51 -1.71
C -0.18 -3.13 -3.39
O -0.09 -3.72 -4.51
N 0.54 -2.15 -3.02
N -1.01 -3.47 -2.44
H 0.55 -2.09 -2.01
H 1.29 -1.90 -3.64
H -1.07 -2.92 -1.60
H -1.69 -4.17 -2.72
C 1.57 -5.55 0.87
O 1.97 -6.58 1.35
N 1.20 -5.33 -0.38
N 1.49 -4.39 1.51
H 1.08 -4.36 -0.62
H 1.33 -6.04 -1.09
H 1.14 -3.58 1.02
H 1.93 -4.25 2.41
C 1.64 2.51 -3.76
O 1.75 3.54 -4.45
N 0.76 2.41 -2.71
N 2.52 1.57 -3.82
H 0.24 3.27 -2.70
H 0.68 1.63 -2.07
H 2.14 0.68 -3.55
H 3.34 1.68 -4.41
C -5.45 0.88 3.48
C -5.08 2.34 3.30
C -3.92 2.60 2.28
O -2.71 1.89 2.42
C -1.64 2.26 1.57
N -6.27 3.13 2.95
H -4.82 0.37 4.20
H -5.30 0.36 2.54
H -6.49 0.74 3.77
H -4.75 2.72 4.27
H -3.77 3.68 2.30
H -4.27 2.48 1.26
H -1.90 2.33 0.51
H -0.75 1.66 1.76
H -1.33 3.24 1.96
H -6.61 3.07 2.00
H -5.82 4.04 2.98
```

Löwdin atomic charge list, values in e, 4 entries: atom 1 (O): 0.156, atom 2 (C): -0.891, atom 3 (O): -0.013, atom 4 (O): -0.026

***

No. 2
ORCA calculation (the ωB97M-V functional and the def2-TZVPD basis) on a 5-piece molecular cluster, C10H32NO8 overall.

Properties
expectation value of S²	0.75
LUMO (spin up / spin down)	0.4 / 0.3	eV
2S+1	2
E_tot	-28752.67118	eV
Kohn-Sham gap (spin up / spin down)	2.57 / 10.16	eV

Geometry as XYZ:
```
51
C10H32NO8 (the ωB97M-V functional and the def2-TZVPD basis)
O -24.59 8.11 12.87
H -25.35 7.98 12.31
H -24.71 7.70 13.73
H -23.82 7.73 12.43
C -25.74 7.46 17.40
C -26.00 7.40 15.89
C -26.59 8.71 15.40
O -27.33 8.42 14.16
C -27.99 9.54 13.62
N -24.72 7.06 15.31
H -24.96 8.20 17.58
H -25.43 6.52 17.87
H -26.65 7.93 17.76
H -26.70 6.59 15.69
H -25.82 9.48 15.29
H -27.39 9.12 16.01
H -28.62 9.32 12.76
H -27.27 10.32 13.34
H -28.55 10.07 14.39
H -24.66 6.06 15.26
H -24.01 7.41 15.95
C -24.92 11.20 11.36
C -24.31 11.79 12.67
O -24.44 10.89 13.79
O -24.12 10.32 10.63
H -25.10 12.05 10.70
H -25.90 10.74 11.51
H -24.71 12.78 12.93
H -23.25 11.98 12.50
H -24.06 11.24 14.60
H -24.51 10.22 9.76
C -21.22 6.35 12.32
C -20.97 6.63 13.79
O -21.23 7.97 14.13
O -22.68 6.45 12.11
H -20.86 5.36 12.04
H -20.68 7.08 11.72
H -19.97 6.35 14.12
H -21.59 5.94 14.36
H -21.07 8.58 13.41
H -22.78 6.16 11.20
C -26.73 6.37 10.42
C -26.88 5.59 11.72
O -25.55 5.29 12.20
O -26.05 7.64 10.61
H -27.73 6.52 10.03
H -26.16 5.87 9.63
H -27.41 4.70 11.38
H -27.49 6.23 12.36
H -25.06 4.74 11.59
H -26.09 8.16 9.81
```

Löwdin atomic charge list, values in e, 4 entries: atom 1 (O): 0.212, atom 2 (H): 0.077, atom 3 (H): 0.038, atom 4 (H): 0.077

***

No. 3
ORCA calculation (the ωB97M-V functional and the def2-TZVPD basis) on a 6-piece molecular cluster, C10H32O11 overall.

Properties
LUMO	0.5	eV
SMILES	OCCO.OCCO.OCCO.OCCO.OCCO.O
E_tot	-33408.96547	eV
Kohn-Sham gap	9.77	eV

Geometry as XYZ:
```
53
C10H32O11 (the ωB97M-V functional and the def2-TZVPD basis)
O 1.51 25.03 -7.73
H 0.76 25.19 -8.31
H 1.69 24.08 -7.81
C 1.97 20.22 -7.46
C 1.14 21.39 -7.88
O 1.95 22.42 -8.45
O 2.68 19.67 -8.56
H 1.29 19.45 -7.08
H 2.64 20.46 -6.63
H 0.63 21.82 -7.01
H 0.38 21.06 -8.59
H 2.01 22.27 -9.40
H 3.41 20.27 -8.76
C 1.31 26.95 -11.95
C 0.68 25.73 -11.34
O 1.14 24.49 -11.90
O 1.05 27.09 -13.35
H 2.40 26.94 -11.78
H 0.90 27.82 -11.44
H -0.41 25.76 -11.43
H 0.94 25.68 -10.29
H 1.19 24.59 -12.86
H 1.61 26.46 -13.82
C 5.01 25.10 -3.95
C 5.29 24.51 -5.30
O 4.37 24.92 -6.28
O 3.72 24.67 -3.57
H 5.07 26.20 -3.97
H 5.78 24.74 -3.25
H 5.30 23.41 -5.22
H 6.29 24.75 -5.67
H 3.48 24.78 -5.93
H 3.49 25.09 -2.73
C 2.38 27.59 -5.43
C 2.89 28.94 -5.00
O 3.06 28.94 -3.57
O 2.47 27.53 -6.85
H 1.33 27.46 -5.12
H 2.98 26.80 -4.97
H 2.16 29.70 -5.30
H 3.84 29.13 -5.50
H 2.74 29.79 -3.25
H 2.24 26.62 -7.09
C -2.32 25.88 -8.17
C -3.12 25.01 -9.11
O -3.86 25.86 -9.99
O -1.22 26.48 -8.80
H -2.01 25.25 -7.34
H -2.99 26.64 -7.74
H -3.81 24.41 -8.51
H -2.41 24.41 -9.69
H -4.65 25.40 -10.27
H -1.55 27.17 -9.39
```

Löwdin atomic charge list, values in e, 4 entries: atom 1 (O): -0.047, atom 2 (H): 0.017, atom 3 (H): 0.011, atom 4 (C): -0.259

***

No. 4
ORCA calculation (the ωB97M-V functional and the def2-TZVPD basis) on a 6-piece molecular cluster, C10H34NO7 overall.

Properties
LUMO	-2.4	eV
E_tot	-26737.30150	eV
Kohn-Sham gap	10.08	eV
charge	+1

Geometry as XYZ:
```
52
C10H34NO7 (the ωB97M-V functional and the def2-TZVPD basis)
N 0.39 -0.40 -0.24
H 0.95 -0.79 0.54
H -0.17 -1.18 -0.66
H 0.99 0.12 -0.91
H -0.30 0.25 0.18
C 1.75 1.52 2.91
C 0.63 0.78 3.63
O -0.30 0.15 2.73
H 2.41 1.97 3.65
H 1.35 2.37 2.35
H 2.42 0.96 2.25
H 0.07 1.50 4.22
H 1.09 0.06 4.29
H -1.02 0.75 2.51
C -1.85 -1.04 -3.83
C -2.17 -1.97 -2.67
O -1.05 -2.11 -1.82
H -1.17 -1.63 -4.45
H -1.36 -0.14 -3.44
H -2.61 -0.67 -4.52
H -2.53 -2.94 -3.03
H -2.97 -1.52 -2.08
H -0.34 -2.51 -2.34
C -3.30 0.18 1.03
C -3.02 1.22 -0.05
O -1.63 1.56 0.07
H -3.08 0.57 2.02
H -2.71 -0.75 1.04
H -4.33 -0.17 1.07
H -3.65 2.09 0.16
H -3.23 0.90 -1.07
H -1.43 2.15 -0.69
C 3.12 -3.46 2.05
C 2.18 -2.50 2.81
O 1.20 -1.98 1.92
O 2.42 -4.21 1.07
H 3.47 -4.22 2.75
H 3.89 -2.87 1.55
H 2.78 -1.73 3.30
H 1.66 -3.01 3.62
H 0.63 -1.36 2.42
H 1.93 -3.57 0.54
C 0.37 3.17 -2.84
C 1.63 2.62 -2.21
O 1.71 1.18 -2.07
O -0.71 3.26 -1.88
H 0.00 2.60 -3.70
H 0.59 4.20 -3.12
H 1.85 3.01 -1.22
H 2.48 2.80 -2.88
H 2.25 0.82 -2.78
H -1.31 3.96 -2.18
```

Löwdin atomic charge list, values in e, 4 entries: atom 1 (N): 0.275, atom 2 (H): 0.087, atom 3 (H): 0.095, atom 4 (H): 0.086

***

No. 5
ORCA calculation (the ωB97M-V functional and the def2-TZVPD basis) on a 8-piece molecular cluster, C10H35BrN13O7 overall.

Properties
LUMO	2.5	eV
E_tot	-114693.20446	eV
Kohn-Sham gap	7.59	eV
charge	-1

Geometry as XYZ:
```
66
C10H35BrN13O7 (the ωB97M-V functional and the def2-TZVPD basis)
Br -0.58 -0.65 -0.67
C -4.32 1.58 -1.79
O -5.33 1.79 -2.44
N -3.57 0.44 -1.88
N -3.83 2.46 -0.85
H -3.88 -0.31 -2.47
H -2.60 0.41 -1.58
H -4.45 3.18 -0.56
H -3.26 2.06 -0.12
C -1.80 2.64 2.21
O -2.15 1.75 2.97
N -1.06 2.49 1.08
N -2.21 3.94 2.41
H -0.55 1.66 0.80
H -1.09 3.22 0.37
H -1.96 4.66 1.75
H -3.00 4.04 3.02
C 0.51 -1.37 3.55
O 1.34 -2.09 3.03
N 0.53 -1.09 4.91
N -0.44 -0.69 2.86
H -0.34 -0.74 5.28
H 1.15 -1.67 5.45
H -0.45 -0.68 1.85
H -0.85 0.11 3.32
C 1.25 -3.79 -2.79
O 2.06 -3.54 -1.93
N 1.22 -5.00 -3.47
N 0.34 -2.87 -3.29
H 1.84 -5.71 -3.16
H 0.41 -5.19 -4.03
H -0.34 -3.22 -3.94
H 0.08 -2.04 -2.78
C -0.84 3.93 -2.14
O -1.01 4.37 -1.01
N -1.04 4.69 -3.25
N -0.46 2.65 -2.40
H -0.89 4.36 -4.18
H -1.63 5.51 -3.21
H -0.34 2.36 -3.35
H -0.23 2.00 -1.66
C -1.22 -4.56 0.96
O -0.02 -4.59 0.78
N -1.88 -5.66 1.48
N -2.04 -3.50 0.69
H -1.33 -6.47 1.69
H -2.85 -5.73 1.69
H -1.77 -2.59 0.34
H -2.98 -3.63 1.00
C 3.58 0.18 -1.60
C 3.91 -0.39 -0.20
C 4.09 0.78 0.78
O 2.81 1.35 1.06
C 2.92 2.37 2.02
N 2.78 -1.23 0.23
H 2.85 1.00 -1.59
H 3.20 -0.54 -2.32
H 4.51 0.62 -1.98
H 4.85 -0.92 -0.39
H 4.65 1.58 0.27
H 4.54 0.38 1.69
H 3.54 3.22 1.72
H 3.31 1.95 2.96
H 1.92 2.75 2.22
H 2.36 -0.82 1.06
H 2.07 -1.16 -0.48
```

Löwdin atomic charge list, values in e, 4 entries: atom 1 (Br): 0.109, atom 2 (C): -0.690, atom 3 (O): -0.012, atom 4 (N): 0.133

***

No. 6
ORCA calculation (the ωB97M-V functional and the def2-TZVPD basis) on C10H35MnO10 as an isolated structure.

Properties
expectation value of S²	8.75
LUMO (spin up / spin down)	-4.2 / -4.7	eV
2S+1	6
E_tot	-62723.79537	eV
Kohn-Sham gap (spin up / spin down)	7.79 / 7.31	eV
charge	+1

Geometry as XYZ:
```
56
C10H35MnO10 (the ωB97M-V functional and the def2-TZVPD basis)
Mn -1.48 2.14 -2.19
C 0.17 -0.95 -0.32
C -0.56 0.19 -0.90
O 0.00 1.29 -0.99
O -1.69 0.09 -1.37
H 1.22 -0.80 -0.56
H -0.17 -1.95 -0.60
H 0.11 -0.78 0.75
C -0.90 4.58 -0.31
O -1.83 3.55 -0.79
H -0.19 4.88 -1.08
H -1.36 5.46 0.15
H -0.28 4.09 0.44
H -2.66 3.75 -0.35
C 2.43 1.38 1.98
O 1.69 2.24 1.11
H 3.49 1.61 2.00
H 2.20 1.39 3.05
H 2.36 0.36 1.63
H 0.94 1.70 0.86
C -4.43 1.47 -2.68
O -3.36 2.28 -3.09
H -5.29 2.13 -2.62
H -4.55 0.69 -3.43
H -4.38 1.12 -1.65
H -3.69 2.85 -3.79
C -4.21 -0.21 1.08
O -4.02 -1.27 0.15
H -4.69 -0.60 1.97
H -3.24 0.13 1.44
H -4.83 0.55 0.61
H -3.37 -0.89 -0.45
C 3.52 1.63 -2.01
O 3.58 2.65 -1.00
H 4.44 1.68 -2.59
H 3.39 0.61 -1.65
H 2.83 1.87 -2.82
H 2.91 2.49 -0.33
C 5.20 -2.59 -1.83
O 3.96 -2.42 -1.09
H 5.76 -3.45 -1.46
H 4.98 -2.74 -2.89
H 5.87 -1.74 -1.77
H 3.39 -1.92 -1.68
C -2.06 -3.04 2.61
O -2.71 -2.74 3.79
H -1.04 -2.65 2.51
H -1.87 -4.11 2.71
H -2.60 -2.95 1.67
H -2.96 -1.82 3.89
C 1.60 -3.67 1.98
O 1.54 -2.71 3.00
H 2.60 -4.11 2.04
H 0.83 -4.43 2.09
H 1.52 -3.15 1.03
H 1.88 -3.19 3.76
```

Löwdin atomic charge list, values in e, 4 entries: atom 1 (Mn): 1.178, atom 2 (C): 0.042, atom 3 (C): -0.734, atom 4 (O): -0.064

***

Q: Which of these has the lowest E_tot?
A: C10H35BrN13O7

***

Q: Which value of E_tot does entry 6 give?
A: -62723.79537 eV

***

Q: Look up the E_tot of the sixth one.
A: -62723.79537 eV